{"formula": "C72H152N8O8", "method": "the ωB97M-V functional and the def2-TZVPD basis", "species": ["C", "C", "C", "C", "C", "C", "N", "O", "C", "C", "C", "H", "H", "H", "H", "H", "H", "H", "H", "H", "H", "H", "H", "H", "H", "H", "H", "H", "H", "H", "C", "C", "C", "C", "C", "C", "N", "O", "C", "C", "C", "H", "H", "H", "H", "H", "H", "H", "H", "H", "H", "H", "H", "H", "H", "H", "H", "H", "H", "H", "C", "C", "C", "C", "C", "C", "N", "O", "C", "C", "C", "H", "H", "H", "H", "H", "H", "H", "H", "H", "H", "H", "H", "H", "H", "H", "H", "H", "H", "H", "C", "C", "C", "C", "C", "C", "N", "O", "C", "C", "C", "H", "H", "H", "H", "H", "H", "H", "H", "H", "H", "H", "H", "H", "H", "H", "H", "H", "H", "H", "C", "C", "C", "C", "C", "C", "N", "O", "C", "C", "C", "H", "H", "H", "H", "H", "H", "H", "H", "H", "H", "H", "H", "H", "H", "H", "H", "H", "H", "H", "C", "C", "C", "C", "C", "C", "N", "O", "C", "C", "C", "H", "H", "H", "H", "H", "H", "H", "H", "H", "H", "H", "H", "H", "H", "H", "H", "H", "H", "H", "C", "C", "C", "C", "C", "C", "N", "O", "C", "C", "C", "H", "H", "H", "H", "H", "H", "H", "H", "H", "H", "H", "H", "H", "H", "H", "H", "H", "H", "H", "C", "C", "C", "C", "C", "C", "N", "O", "C", "C", "C", "H", "H", "H", "H", "H", "H", "H", "H", "H", "H", "H", "H", "H", "H", "H", "H", "H", "H", "H"], "coordinates": [[-2.7214, 1.9954, -5.8437], [-2.4121, 2.9492, -4.7518], [-3.2130, 4.2365, -5.0145], [-3.4682, 5.2554, -3.8853], [-3.9844, 4.4224, -2.6580], [-3.1382, 3.1777, -2.2814], [-2.9273, 2.3400, -3.4834], [-2.3750, 1.0485, -3.1888], [-1.8538, 3.6513, -1.7170], [-3.8891, 2.4463, -1.1440], [-0.8827, 3.1871, -4.6954], [-2.2222, 1.0274, -5.8012], [-2.2827, 2.3739, -6.7670], [-3.7946, 1.8688, -5.9858], [-2.6743, 4.8209, -5.7604], [-4.1415, 3.9454, -5.5056], [-4.1163, 6.0804, -4.1811], [-2.5495, 5.8141, -3.7065], [-5.0173, 4.0937, -2.7729], [-4.1593, 5.0764, -1.8038], [-1.9774, 4.4003, -0.9348], [-1.2567, 2.8628, -1.2589], [-1.1644, 4.1347, -2.4091], [-4.9509, 2.3723, -1.3786], [-3.5661, 1.4501, -0.8417], [-3.8223, 2.9801, -0.1960], [-0.3508, 2.4628, -4.0785], [-0.4683, 4.1565, -4.4187], [-0.5427, 3.1040, -5.7276], [-3.1755, 0.5440, -3.3509], [-1.9848, -4.6458, 1.6076], [-1.4703, -5.8765, 2.4266], [-2.5307, -6.9866, 2.3104], [-2.4228, -7.9051, 1.0830], [-0.9402, -8.5113, 0.8987], [0.1147, -7.3084, 0.8546], [-0.1434, -6.4077, 2.0452], [0.7552, -5.4090, 2.2067], [1.5552, -7.9348, 1.0995], [0.0588, -6.5713, -0.5163], [-1.4507, -5.4572, 3.8714], [-2.6123, -3.9948, 2.2164], [-2.3357, -5.0116, 0.6427], [-1.1767, -3.9307, 1.4531], [-2.6246, -7.6875, 3.1398], [-3.5085, -6.5052, 2.2895], [-2.6776, -7.3230, 0.1974], [-3.1421, -8.7240, 1.0997], [-0.9598, -9.0274, -0.0612], [-0.7468, -9.2045, 1.7174], [1.7392, -8.8633, 0.5590], [2.4427, -7.4169, 0.7357], [1.8724, -8.1052, 2.1283], [-0.7928, -5.8917, -0.4859], [0.9642, -6.0287, -0.7884], [-0.0157, -7.3759, -1.2478], [-2.4644, -5.2116, 4.1877], [-0.9562, -4.4879, 3.9346], [-1.1367, -6.2110, 4.5935], [1.0545, -5.6394, 3.0893], [1.9110, 0.8465, -1.4749], [1.3162, -0.0498, -0.4088], [2.3082, -1.2572, -0.2388], [2.2094, -2.1461, 1.0018], [2.0467, -1.2516, 2.2746], [1.0673, -0.0049, 2.1559], [1.2818, 0.6792, 0.8579], [0.4917, 1.8043, 0.7901], [-0.3056, -0.5668, 2.3284], [1.5089, 1.0255, 3.2964], [-0.0323, -0.4780, -0.9169], [1.2735, 1.6974, -1.7152], [2.0636, 0.3184, -2.4161], [2.9040, 1.2382, -1.2544], [2.1218, -1.9727, -1.0396], [3.3528, -0.9500, -0.2872], [3.1826, -2.6352, 1.0428], [1.4145, -2.8754, 0.8465], [2.9624, -0.7525, 2.5917], [1.7881, -1.8550, 3.1448], [-1.0815, 0.1839, 2.1785], [-0.4676, -1.5402, 1.8655], [-0.6963, -0.8192, 3.3142], [1.9331, 0.6554, 4.2298], [2.2931, 1.6980, 2.9487], [0.6573, 1.6899, 3.4423], [-0.5344, -1.1404, -0.2118], [-0.1530, -0.9161, -1.9076], [-0.6768, 0.3888, -1.0628], [1.1301, 2.4870, 1.0095], [1.4916, 4.3803, -1.7805], [2.2316, 5.3684, -0.8780], [1.1222, 6.3569, -0.3826], [1.5391, 7.3176, 0.6668], [2.0293, 6.4610, 1.8396], [3.0715, 5.3707, 1.4593], [2.7428, 4.5583, 0.2712], [3.6663, 3.5679, -0.0760], [4.5179, 6.0253, 1.4663], [3.1033, 4.3232, 2.6406], [3.2729, 6.1398, -1.6854], [0.9525, 5.0072, -2.4907], [0.7942, 3.8160, -1.1615], [2.2098, 3.6761, -2.2006], [0.6101, 6.8971, -1.1788], [0.2720, 5.8159, 0.0329], [0.7484, 8.0273, 0.9102], [2.3626, 7.8852, 0.2335], [1.1595, 6.0073, 2.3146], [2.4439, 7.1288, 2.5947], [4.4512, 6.9954, 0.9737], [4.9548, 6.0724, 2.4638], [5.2502, 5.3793, 0.9820], [3.9648, 3.6556, 2.6311], [3.2647, 4.8094, 3.6027], [2.1663, 3.7663, 2.6355], [2.9137, 6.8884, -2.3917], [4.0299, 5.6306, -2.2818], [3.8844, 6.7075, -0.9840], [3.0966, 2.8328, -0.3140], [2.1720, 0.5556, -9.9672], [1.1935, -0.0788, -8.9841], [1.4290, -1.6300, -8.9647], [2.5939, -2.0670, -8.0634], [2.4466, -1.4410, -6.6378], [2.2825, 0.1399, -6.6116], [1.3029, 0.5528, -7.6548], [1.0547, 1.8477, -7.7157], [1.7071, 0.4936, -5.2136], [3.7192, 0.7476, -6.8368], [-0.2335, 0.0715, -9.5444], [1.9614, 0.3445, -11.0157], [3.2041, 0.2826, -9.7475], [2.1105, 1.6384, -9.8581], [0.5415, -2.1762, -8.6451], [1.7811, -1.9828, -9.9341], [3.5326, -1.8836, -8.5861], [2.5478, -3.1405, -7.8801], [3.4019, -1.6945, -6.1782], [1.6492, -1.9712, -6.1170], [2.4921, 0.3603, -4.4692], [1.4078, 1.5295, -5.0537], [0.7844, -0.0558, -5.0273], [3.6365, 1.8307, -6.7474], [4.4731, 0.2353, -6.2391], [4.0507, 0.6530, -7.8709], [-0.4693, -0.6276, -10.3467], [-0.4134, 1.0622, -9.9618], [-1.0057, -0.0240, -8.7810], [0.2921, 1.8928, -7.1344], [0.3575, 1.9293, 7.5093], [-0.4028, 3.2967, 7.2302], [-1.6029, 2.9727, 6.3308], [-2.8178, 2.1717, 6.9017], [-3.1893, 2.8448, 8.2580], [-1.9961, 3.0405, 9.2841], [-0.9094, 3.8175, 8.5650], [0.1277, 4.1947, 9.4249], [-2.4872, 4.0280, 10.3743], [-1.5542, 1.6775, 9.9845], [0.5343, 4.3247, 6.5987], [1.0371, 1.7399, 6.6784], [-0.2052, 0.9994, 7.5911], [0.9797, 2.0072, 8.4008], [-1.9761, 3.9168, 5.9338], [-1.3131, 2.4001, 5.4498], [-2.6118, 1.1032, 6.9652], [-3.6687, 2.0777, 6.2271], [-4.0240, 2.2913, 8.6881], [-3.6974, 3.7785, 8.0171], [-2.8303, 4.9548, 9.9145], [-3.3320, 3.6006, 10.9144], [-1.7082, 4.4517, 11.0081], [-1.6047, 0.8395, 9.2893], [-0.5925, 1.7733, 10.4886], [-2.1481, 1.3151, 10.8236], [0.8507, 3.9131, 5.6402], [1.3426, 4.6462, 7.2556], [0.1389, 5.2814, 6.2575], [-0.0759, 5.0949, 9.6889], [-6.8701, 1.6832, 4.2201], [-6.7424, 0.8609, 2.8741], [-5.4539, 1.1989, 2.0411], [-4.1204, 0.7616, 2.6432], [-4.1391, -0.7344, 2.8513], [-5.3949, -1.2313, 3.6328], [-6.6681, -0.6189, 3.1377], [-7.7654, -1.1483, 3.8245], [-5.2639, -2.7543, 3.5806], [-5.0898, -0.9068, 5.1767], [-8.0120, 1.1068, 2.0377], [-7.6442, 1.2128, 4.8264], [-7.2822, 2.6884, 4.1321], [-5.9581, 1.5452, 4.8009], [-5.5906, 0.9548, 0.9877], [-5.3501, 2.2840, 2.0338], [-4.1245, 1.2691, 3.6078], [-3.2379, 1.0536, 2.0740], [-3.2151, -0.9805, 3.3746], [-4.0463, -1.2556, 1.8986], [-4.3105, -3.1531, 3.9272], [-6.0034, -3.2328, 4.2226], [-5.3255, -2.9379, 2.5079], [-4.5624, -1.6556, 5.7677], [-4.7249, 0.1157, 5.2738], [-6.0274, -0.7290, 5.7033], [-8.9633, 0.8527, 2.5053], [-7.9241, 0.6190, 1.0670], [-8.0994, 2.1887, 1.9377], [-8.2412, -1.5665, 3.1032], [2.5850, -3.6294, -3.2056], [4.0991, -3.8048, -3.0434], [4.3195, -3.9533, -1.4850], [5.6915, -4.3106, -1.0578], [6.0963, -5.6546, -1.6017], [5.8514, -5.7464, -3.1457], [4.4842, -5.2111, -3.5342], [4.2997, -5.2472, -4.8752], [7.0508, -5.1753, -4.0361], [5.8031, -7.3174, -3.2761], [4.8769, -2.6139, -3.6016], [2.1867, -3.9011, -4.1831], [2.3042, -2.5810, -3.1054], [1.9618, -4.3417, -2.6649], [4.2445, -2.9316, -1.1126], [3.6145, -4.6525, -1.0353], [5.7456, -4.2015, 0.0254], [6.4157, -3.5333, -1.3018], [5.5374, -6.4229, -1.0674], [7.1657, -5.7705, -1.4254], [6.7676, -5.2822, -5.0833], [7.4522, -4.1650, -3.9570], [7.9815, -5.7139, -3.8576], [6.6299, -7.7873, -2.7435], [4.8861, -7.8096, -2.9522], [5.8615, -7.5438, -4.3407], [5.2412, -2.8378, -4.6043], [5.7182, -2.4463, -2.9292], [4.2088, -1.7528, -3.5877], [3.8482, -6.0924, -4.9336]], "forces_ev_per_a": [[0.3, -0.7, -1.6], [0.5, 0.4, 2.7], [0.0, 1.1, -0.7], [0.2, -1.8, 0.8], [-0.5, 0.8, -0.4], [0.0, 0.2, 0.2], [-1.7, 0.5, -0.2], [-0.1, 1.0, -0.2], [2.1, 0.7, 0.9], [-0.6, -0.2, -0.1], [0.4, 0.1, -0.7], [-0.1, -0.2, 0.7], [-0.4, 0.4, -0.3], [0.1, -0.1, 0.1], [0.2, -0.3, -0.5], [-0.2, 0.0, 0.3], [-0.6, -0.5, -0.1], [0.4, -0.4, 0.6], [-0.1, -0.2, -0.9], [0.8, 0.0, 0.4], [-0.3, 0.0, 0.2], [-0.1, -0.4, 0.0], [-0.4, -0.1, -0.3], [-0.1, -0.1, -0.1], [0.5, -0.1, -0.6], [0.1, 0.5, -0.2], [-0.2, -0.2, -0.1], [-0.7, 0.3, 0.4], [0.3, -0.2, -0.1], [0.2, -0.6, 0.1], [1.5, -0.2, 0.3], [-0.9, -0.8, -0.7], [-0.5, -1.1, -0.7], [1.7, 0.1, -0.4], [-1.4, 2.5, 0.2], [1.0, -0.3, 1.1], [-2.6, -2.5, -0.5], [1.8, 1.1, 0.1], [0.4, 0.0, -0.5], [0.1, -0.8, 0.8], [-0.5, 0.9, 0.6], [-1.0, -0.6, -0.3], [-0.6, 0.6, 0.1], [0.6, -0.3, -0.4], [0.7, 0.3, 0.6], [-0.1, 0.2, -0.1], [0.1, 0.0, -0.3], [0.0, 0.0, 0.3], [0.4, -0.1, 0.1], [0.2, 0.1, 0.0], [-0.8, -0.4, 0.0], [-0.4, 1.1, -0.3], [-0.9, -0.1, 0.3], [0.0, -0.2, -0.5], [0.0, 0.2, 0.5], [-0.4, 0.3, -0.4], [-0.3, -0.1, -0.2], [0.6, -0.2, 0.5], [0.6, 0.0, -0.2], [0.7, 0.6, 0.1], [0.3, 0.6, -0.7], [1.3, -0.9, -0.1], [-0.6, -0.3, 0.0], [-0.1, 1.8, 0.7], [0.1, 0.7, -0.4], [1.8, -1.3, 1.0], [1.5, -1.5, 0.8], [-0.9, 1.0, -0.2], [-2.1, 0.2, 1.0], [-0.7, 0.2, -1.4], [-1.8, -0.1, 0.1], [-0.2, -0.1, 0.1], [-0.2, -0.3, 0.1], [0.1, -0.1, 0.4], [0.2, 0.5, -0.5], [-0.1, 0.5, -0.3], [-0.3, -0.5, 0.3], [0.0, -0.1, 0.5], [0.7, -0.4, -0.5], [-0.4, 0.0, 0.0], [-0.1, 0.0, -1.3], [-0.1, 0.4, -0.8], [1.2, 0.0, 1.0], [-0.7, -0.6, 0.0], [0.1, -0.3, -0.5], [-0.1, 0.0, 0.6], [0.0, 0.0, -0.1], [1.0, -0.4, -0.1], [-0.1, 0.3, 0.5], [-0.1, 0.7, -0.1], [0.4, 0.4, 0.6], [-0.8, -0.5, -0.7], [-0.9, -0.6, -0.2], [1.3, -0.3, 0.1], [-0.2, 0.3, -0.4], [2.2, -1.4, 2.1], [-2.4, 2.5, 0.2], [0.7, 0.7, -0.1], [-0.7, -0.7, -0.5], [0.2, 0.8, -0.2], [1.3, 0.9, 0.4], [0.1, -0.6, -0.5], [-0.1, 0.1, -0.1], [-0.2, 0.2, -0.5], [0.6, -0.1, -0.7], [0.1, -0.7, 0.1], [0.0, -0.1, 0.3], [0.2, 0.4, 0.3], [-0.1, -0.3, -0.1], [0.4, -0.3, 0.1], [0.5, 0.1, 0.2], [-0.6, 0.5, 0.3], [-0.2, 0.0, -0.6], [-0.1, -0.2, -0.7], [-0.5, 0.4, 0.1], [0.1, 0.0, 0.2], [-0.8, -0.1, 0.1], [-0.3, -0.9, 0.2], [0.0, 0.2, 0.0], [0.0, -0.3, 0.1], [0.3, 0.6, 0.0], [0.0, -1.2, -0.7], [1.2, 0.1, 1.0], [-1.1, 0.6, 1.0], [0.8, 0.7, -1.4], [0.5, -1.0, -0.6], [0.5, -5.5, 0.4], [-0.6, 3.3, 0.3], [0.3, 0.5, -0.6], [-1.2, 0.1, -0.6], [-0.4, 1.0, 0.1], [-0.1, -0.3, 0.0], [0.0, -0.2, -0.1], [0.0, 0.1, 0.0], [-0.2, 0.2, -0.2], [-0.8, 0.3, -0.5], [0.2, 0.3, 0.4], [0.0, -0.2, -0.3], [-0.2, 0.2, 0.7], [-0.1, 0.2, 0.0], [-0.2, -0.5, 0.1], [0.2, 0.3, -0.6], [0.3, -0.5, 0.2], [0.4, 0.0, 0.7], [-0.1, 0.5, 0.4], [-0.2, -0.5, -0.1], [0.3, -0.2, 0.1], [0.2, 0.2, -0.1], [0.1, -0.4, 0.3], [-0.3, 0.9, -0.1], [0.8, 0.7, -0.6], [-0.3, -1.8, 2.3], [-1.2, -0.1, -0.8], [1.1, 0.6, 1.2], [0.0, -0.8, -0.4], [-0.1, 0.3, 0.3], [-1.9, -0.2, -1.4], [0.7, -0.8, 0.1], [-0.2, 0.4, -0.7], [-0.2, 0.5, -0.4], [-0.1, 0.1, -0.5], [0.2, 0.1, -0.2], [-0.6, 0.5, 0.1], [0.0, 0.1, 0.0], [-0.2, 0.2, 0.1], [0.7, 0.1, -0.1], [0.7, -0.1, 0.7], [-0.1, 1.0, -0.2], [0.3, -0.4, 0.6], [0.6, 0.5, 0.1], [-0.4, -0.1, -0.5], [0.3, 0.0, 0.3], [0.1, -0.9, 0.5], [0.5, 0.1, -0.1], [0.4, 0.1, -0.7], [-0.8, 0.7, -0.1], [0.7, -0.3, 0.2], [0.3, -0.7, -0.1], [-1.0, 0.0, 0.4], [-0.1, 0.1, -0.2], [-0.3, -1.4, -0.4], [0.0, -0.7, 0.9], [-0.3, 1.4, 0.1], [-1.3, -0.6, 0.2], [-0.2, 0.4, 0.0], [2.2, 0.6, 2.6], [2.1, -0.5, -1.1], [-0.2, 0.2, 0.3], [-1.1, 0.3, -0.8], [-1.7, 1.3, -0.5], [0.5, 0.6, 0.1], [-0.1, -0.4, 0.0], [0.8, 0.3, -0.4], [0.0, 0.8, -0.1], [0.0, -0.6, 0.0], [-0.5, 0.4, -0.1], [0.6, 0.0, 0.2], [-0.2, 0.3, -0.1], [-0.2, -0.4, 0.4], [-0.3, 0.0, -0.3], [0.2, 0.6, 0.0], [-0.4, -0.2, -0.5], [-0.5, -1.0, 0.0], [0.4, 0.1, -0.5], [1.0, -0.3, 0.0], [-0.5, -0.6, 0.0], [0.3, -0.5, 0.3], [-0.1, 0.1, 0.0], [0.1, 0.1, -0.5], [-0.3, -0.2, 0.1], [-0.4, -0.5, -1.4], [-0.1, -2.5, 1.8], [0.0, 1.7, -1.0], [1.0, 0.2, 0.4], [0.1, 1.4, -0.4], [0.2, -0.6, 0.7], [0.8, 1.7, 3.5], [-0.1, -0.8, -2.2], [-0.4, -0.6, 0.3], [0.1, 0.7, -1.7], [0.0, -0.8, 0.3], [0.7, 0.3, -0.7], [-0.2, -0.1, 0.5], [0.3, 0.3, 1.1], [-1.0, 0.0, 0.3], [-0.3, 0.2, -0.1], [-0.2, -0.7, 0.3], [0.1, 0.1, -0.7], [0.0, -0.2, -0.2], [0.0, -0.5, -0.1], [0.1, -0.2, 0.0], [-1.0, 0.5, 0.6], [-0.2, -0.7, 0.0], [0.1, 0.1, -0.2], [-0.2, 0.6, 0.4], [0.3, -0.4, -0.1], [-0.1, 0.3, 0.0], [0.2, 0.3, -0.3], [0.3, 0.2, -0.2], [-0.3, 0.0, -0.8]], "largest_force_ev_per_a": 5.51, "smiles": "CC1(C)CCCC(C)(C)N1O.CC1(C)CCCC(C)(C)N1O.CC1(C)CCCC(C)(C)N1O.CC1(C)CCCC(C)(C)N1O.CC1(C)CCCC(C)(C)N1O.CC1(C)CCCC(C)(C)N1O.CC1(C)CCCC(C)(C)N1O.CC1(C)CCCC(C)(C)N1O", "relative_energy_kcal_mol": 167.1}